Record 1
Formula: C33H60F3N6O8S
Source: the Open Molecules 2025 dataset
Level of theory: ωB97M-V with the def2-TZVPD basis set

Results
Energy = -2921.56395 a.u.
Strongest force on any atom = 5.87 eV/Å
Frontier orbital gap = 7.295 eV
Net charge = -1
LUMO = 1.6 eV

Geometry as XYZ:
```
111
Properties=species:S:1:pos:R:3:mulliken_charge:R:1
C 1.36565 1.16840 -0.56380 0.304
O 0.09316 0.45172 -0.64825 0.601
O 2.42704 0.32385 -0.92600 -0.860
C 1.35427 2.59031 -1.18545 0.542
F 1.19299 2.67262 -2.53832 -0.287
F 0.43271 3.40143 -0.63718 -0.279
F 2.47559 3.28321 -1.01741 -0.264
C -0.17832 -0.88343 -0.19221 -0.058
C -1.66845 -1.12039 -0.30336 -0.286
H -2.04027 -1.15888 -1.32726 0.176
H -1.97865 -2.05552 0.16290 -0.329
H -2.28598 -0.37435 0.19683 -0.067
H 0.14564 -1.03080 0.83805 -0.080
H 0.28256 -1.61301 -0.85809 0.147
H 1.49530 1.28797 0.51184 -0.404
C -1.44621 -4.59145 1.05910 -0.574
C -2.88812 -4.81315 1.00612 0.196
N -4.00518 -4.96223 1.02470 -0.484
H -1.02834 -4.15375 1.96569 0.355
H -1.15446 -3.87127 0.29470 -0.005
H -0.94250 -5.54118 0.87913 0.540
C -0.45418 0.22627 -3.97502 -0.013
C -1.10768 -1.03213 -4.31145 0.109
N -1.65913 -2.03098 -4.60313 -0.515
H 0.42332 0.07352 -3.34672 -0.015
H -1.18091 0.81806 -3.41847 -0.010
H -0.22996 0.69211 -4.93461 0.491
C -0.87017 1.91448 3.29894 -0.139
C 0.05037 1.55128 4.41339 0.317
N 0.69291 1.31835 5.33463 -0.609
H -0.43684 1.74592 2.31308 -0.241
H -1.03656 2.99113 3.33406 0.509
H -1.80307 1.39626 3.52088 0.178
C 2.59978 -3.21196 0.32619 0.108
C 1.87918 -4.26124 -0.33774 0.129
N 1.30824 -5.05843 -0.91481 -0.491
H 2.20408 -2.89608 1.29146 -0.142
H 2.51496 -2.34592 -0.33023 -0.004
H 3.66913 -3.41671 0.37778 0.472
C 5.62840 0.94080 -0.42395 -0.019
C 6.00460 2.08545 -1.25014 0.200
N 6.30131 2.95234 -1.97862 -0.510
H 5.18157 1.33359 0.48937 -0.123
H 6.49904 0.33461 -0.17370 0.456
H 5.01517 0.24382 -0.99515 0.059
C -2.47180 2.57476 -0.53273 0.372
C -2.45870 3.94328 -0.02458 0.177
N -2.43446 5.05487 0.33917 -0.549
H -1.73422 2.40962 -1.31810 -0.211
H -3.46489 2.37065 -0.93300 0.449
H -2.27372 1.87302 0.27746 -0.217
C 4.34202 2.20969 -4.85711 -0.583
S 4.35024 3.93939 -5.49425 0.431
O 3.53515 4.13459 -6.78736 -0.659
C 3.28865 4.59982 -4.18749 -0.364
H 4.28737 2.19079 -3.76864 -0.056
H 5.18998 1.63317 -5.22681 0.393
H 3.51923 1.64806 -5.29946 0.310
H 3.21283 5.68118 -4.30163 0.362
H 3.61833 4.36040 -3.17651 -0.063
H 2.33491 4.10231 -4.36346 0.198
C -5.49411 -1.13220 0.46173 -0.499
C -6.65893 -1.00259 1.37183 0.673
O -7.79846 -1.37747 1.06277 -0.577
C -6.44979 -0.37693 2.75848 -0.818
H -4.64100 -1.71475 0.80950 -0.009
H -5.13855 -0.17544 0.07924 0.253
H -5.88098 -1.59058 -0.44839 0.315
H -7.36612 -0.41101 3.34778 0.347
H -5.98282 0.59600 2.91162 0.342
H -5.84447 -1.06025 3.35411 -0.007
C -3.90253 -4.11998 -2.29436 -0.163
C -4.31339 -5.56253 -2.34062 0.673
O -5.48146 -5.83679 -2.49617 -0.583
C -3.22250 -6.64340 -2.41067 -1.011
H -4.68925 -3.51342 -2.74299 0.389
H -2.95997 -3.86759 -2.78015 0.261
H -3.84681 -3.90287 -1.22765 -0.367
H -3.58626 -7.64333 -2.64715 0.332
H -2.82639 -6.57113 -1.39776 0.171
H -2.36148 -6.37413 -3.02243 0.329
C 4.21466 -2.54054 3.43293 -0.853
C 4.63813 -1.18427 3.14806 0.598
O 5.80872 -0.82702 3.37388 -0.638
C 3.62021 -0.34251 2.30260 -0.646
H 4.22392 -2.71283 4.50919 0.369
H 4.97874 -3.19194 3.00871 0.251
H 3.21688 -2.72659 3.03553 0.116
H 3.46595 -0.80355 1.32703 0.214
H 4.12360 0.59752 2.07669 0.176
H 2.72979 -0.11788 2.88980 0.386
C 0.74143 7.07478 -1.06414 -0.871
C 2.19546 7.04605 -1.53328 0.774
O 2.51922 7.55112 -2.58109 -0.598
C 3.26588 6.50529 -0.64319 -0.801
H 0.65541 7.94666 -0.41566 0.333
H 0.49078 6.11282 -0.61701 0.144
H 0.14262 7.25072 -1.95776 0.291
H 3.86232 7.32961 -0.25220 0.398
H 3.90725 5.84208 -1.22361 0.148
H 2.84705 5.79703 0.07169 0.186
C -2.92460 -2.43004 4.00887 -0.845
C -1.59457 -1.77257 4.24181 0.636
O -1.10076 -1.07492 3.35776 -0.275
C -0.96087 -1.80995 5.61595 -1.233
H -3.70661 -1.74203 4.33011 0.308
H -3.08903 -3.32667 4.60647 0.414
H -3.07313 -2.73599 2.97329 -0.074
H -0.47769 -2.78127 5.72170 0.306
H -1.77744 -1.68445 6.32698 0.374
H -0.18050 -1.06848 5.78724 0.287
```


Record 2
Formula: C33H60N6O5PS3
Source: the Open Molecules 2025 dataset
Level of theory: ωB97M-V with the def2-TZVPD basis set

Results
Energy = -3533.77516 a.u.
Strongest force on any atom = 2.50 eV/Å
Frontier orbital gap = 6.779 eV
Net charge = +1
LUMO = -3.1 eV

Geometry as XYZ:
```
108
Properties=species:S:1:pos:R:3:mulliken_charge:R:1
C 4.40900 -2.80922 3.89921 -1.215
C 4.70561 -2.51411 2.43053 -0.888
C 3.47163 -2.67563 1.52787 0.079
C 2.63998 -1.40174 1.44236 -1.726
C 1.51517 -1.43788 0.38694 -0.079
N 1.59404 -0.31716 -0.58593 1.618
C 1.26411 -0.70173 -1.89422 -3.108
N 2.03808 -1.44729 -2.63002 0.995
S 1.53892 -1.91007 -4.21485 -0.169
C 3.35321 -1.95784 -2.15849 -1.141
C 4.32823 -0.86151 -1.77740 -0.005
C 4.69870 -0.04684 -3.02021 -0.189
N 5.22345 1.23307 -2.84475 -0.237
O 4.55956 -0.53310 -4.11914 -0.536
N 0.05108 -0.20376 -2.28103 0.994
C -1.05782 -1.13180 -2.55792 -1.940
C -1.48116 -2.00204 -1.36676 1.480
C -1.06375 -3.46597 -1.49716 -0.375
C -1.61035 -4.38190 -0.37040 -1.046
C -2.22293 -3.66463 0.82678 0.218
O -2.56699 -4.60365 1.81866 -0.456
C -1.93976 -4.38358 3.07158 -0.158
C -2.57347 -3.25564 3.87322 -0.795
C -0.09194 1.09238 -1.62403 1.469
C -1.50304 1.59635 -1.30485 -3.115
C -2.41986 0.88839 -0.28457 0.301
C -3.13160 1.89046 0.63872 -1.158
C -3.53062 1.29615 2.00499 -0.530
N -3.47376 2.28841 3.05183 0.346
C -4.40848 3.25414 3.28790 -0.279
C -3.97468 4.01742 4.33055 -0.812
C -2.72473 3.50357 4.74411 -0.708
C -2.45099 2.43187 3.94229 -0.348
P 0.51241 2.33419 -2.93870 -0.065
S 1.94543 1.80847 -4.13555 -0.259
C 0.90524 0.95081 -0.38491 1.099
S 2.35895 2.16351 -0.53988 -0.280
N 0.34944 1.32513 0.88539 -0.399
C -0.01362 0.57217 1.77159 0.843
O -0.31257 -0.08836 2.66600 -0.448
H 3.63359 -2.14332 4.28036 0.301
H 4.05537 -3.83549 3.99198 0.318
H 5.30445 -2.69262 4.50473 0.378
H 5.44347 -3.24368 2.08964 0.383
H 5.15895 -1.53113 2.29228 0.363
H 3.80871 -3.01173 0.54501 0.111
H 2.86378 -3.48014 1.95022 0.361
H 3.27361 -0.52678 1.28830 0.401
H 2.17220 -1.25826 2.41959 0.579
H 1.58178 -2.37417 -0.16243 0.760
H 0.56142 -1.45240 0.90756 -0.375
H 2.74918 -1.63659 -4.72829 0.257
H 3.78978 -2.48130 -3.00178 0.886
H 3.18684 -2.70656 -1.38840 0.121
H 4.01081 -0.22312 -0.95884 0.048
H 5.25216 -1.34670 -1.44305 0.642
H 5.63304 1.33182 -1.92221 0.290
H 4.49641 1.93497 -2.97507 0.257
H -0.78436 -1.78851 -3.38043 0.576
H -1.89402 -0.55150 -2.94207 0.361
H -1.09201 -1.59228 -0.44021 -1.516
H -2.56635 -1.95378 -1.27638 1.107
H 0.02727 -3.53118 -1.46174 -0.067
H -1.42534 -3.84579 -2.45153 0.552
H -0.82734 -5.04359 -0.00115 0.164
H -2.39169 -5.01991 -0.78246 0.265
H -1.56544 -2.88914 1.24026 -0.030
H -3.13945 -3.15193 0.51559 0.172
H -0.86517 -4.21500 2.92961 0.173
H -2.03451 -5.31806 3.62272 0.358
H -1.84489 -2.85539 4.58037 0.304
H -2.92346 -2.44055 3.24079 0.099
H -3.41106 -3.61350 4.46893 0.342
H -2.04889 1.67246 -2.24458 0.462
H -1.36510 2.62816 -0.96816 0.776
H -3.20244 0.38319 -0.85372 0.846
H -1.93899 0.11983 0.31075 -0.590
H -2.47518 2.73671 0.84890 0.486
H -4.03008 2.26100 0.14712 0.438
H -2.84847 0.49304 2.28130 0.053
H -4.54903 0.91167 1.95856 0.290
H -5.31914 3.33369 2.72058 0.470
H -4.50088 4.85021 4.76359 0.437
H -2.10340 3.84282 5.55473 0.444
H -1.58339 1.79870 4.01069 0.410
H -0.67827 2.48328 -3.65844 0.115
H 0.63504 3.56209 -2.28634 0.164
H 1.73554 3.24095 -0.04794 0.261
C -9.32692 3.15094 1.70828 -1.121
C -8.61809 2.53948 2.89168 0.848
O -7.46596 2.17400 2.82503 -0.507
C -9.41466 2.40588 4.16462 -1.133
H -8.65161 3.19257 0.85703 0.273
H -10.20117 2.55325 1.44633 0.350
H -9.66194 4.15998 1.95282 0.328
H -10.29247 1.78092 3.99342 0.346
H -9.75228 3.38795 4.49913 0.343
H -8.79632 1.95560 4.93694 0.285
C 6.84588 2.40591 -5.39462 -0.871
C 7.83698 3.47767 -5.78421 0.744
O 8.03966 4.43212 -5.07111 -0.555
C 8.55930 3.30228 -7.09857 -1.120
H 6.40532 2.65805 -4.44025 0.228
H 6.05820 2.33490 -6.14761 0.332
H 7.34375 1.43834 -5.31519 0.306
H 7.84030 3.26120 -7.91840 0.317
H 9.12766 2.37075 -7.09263 0.313
H 9.23811 4.13637 -7.25700 0.312
```